ORCA calculation (ωB97M-V with the def2-TZVPD basis set) on a molecular structure, C29H36IIrN5O2PTe.

Last column: Mulliken spin population.
Positions of all 76 atoms, in Å:
1 Ir -0.39 0.06 0.25  2.14
2 I -2.93 -1.29 -0.43  0.12
3 Te 1.25 -1.78 -0.79  0.93
4 P 1.14 1.44 1.48  0.20
5 O -4.54 2.27 -5.90  0.00
6 O -0.83 1.64 -1.24  0.26
7 N -0.68 1.78 -4.80  -0.11
8 N 2.57 2.05 3.78  0.01
9 N -3.59 1.91 -0.42  0.08
10 N 2.11 3.88 2.23  0.01
11 N 3.77 2.21 1.66  0.01
12 C -2.96 1.58 0.69  0.09
13 C -2.64 1.97 -2.72  0.05
14 C 1.10 -4.61 -1.61  0.03
15 C 1.16 1.49 -3.28  0.06
16 C 0.97 3.28 1.54  0.02
17 C -2.17 -0.14 2.30  0.03
18 C -0.29 1.67 -3.54  0.24
19 C 1.62 -4.12 -2.94  0.04
20 C 0.19 -7.95 -0.06  0.00
21 C -3.69 2.02 -1.67  0.00
22 C 0.34 -4.24 0.72  -0.05
23 C -3.00 2.11 -4.03  0.12
24 C 3.89 1.81 3.02  0.00
25 C 1.47 1.15 3.28  0.00
26 C 3.39 3.62 1.56  0.00
27 C -2.54 0.23 0.98  0.01
28 C -2.40 2.15 2.98  0.01
29 C -2.09 0.81 3.29  0.07
30 C 2.19 3.54 3.61  0.00
31 C -2.80 2.53 1.73  0.05
32 C 0.39 -6.48 -0.22  0.09
33 C 0.81 -3.75 -0.52  0.04
34 C 0.13 -5.60 0.83  0.01
35 C -1.98 1.98 -5.04  0.30
36 C 2.88 1.34 0.88  0.02
37 C -4.43 2.31 -4.50  0.00
38 C -1.25 1.74 -2.42  0.09
39 C 0.05 -3.35 1.90  0.03
40 C 0.87 -5.96 -1.43  0.01
41 H 4.12 0.75 3.12  0.00
42 H 1.07 -6.64 -2.25  0.00
43 H -4.83 3.23 -4.08  0.00
44 H 3.31 3.90 0.51  0.00
45 H -4.70 2.19 -2.04  0.01
46 H 1.47 0.51 -3.65  0.02
47 H -0.49 -8.33 -0.83  0.01
48 H -3.11 3.55 1.53  0.00
49 H 0.98 -3.36 -3.37  0.00
50 H -0.87 -2.79 1.75  0.00
51 H 1.14 -8.48 -0.21  0.01
52 H -5.04 1.49 -4.12  0.00
53 H -4.58 3.17 -6.26  0.00
54 H -0.23 -6.00 1.77  0.00
55 H 0.56 1.37 3.85  0.00
56 H 4.16 4.23 2.02  0.00
57 H 1.25 3.70 4.12  0.00
58 H 1.75 0.12 3.46  0.00
59 H 4.64 2.40 3.53  0.00
60 H 0.90 3.66 0.52  0.00
61 H 3.23 0.30 0.94  0.00
62 H 1.72 2.23 -3.85  0.02
63 H -1.85 0.52 4.30  0.00
64 H 0.86 -2.64 2.08  0.00
65 H -0.07 -3.95 2.81  0.00
66 H 2.92 1.64 -0.17  -0.01
67 H -2.37 2.90 3.77  0.00
68 H 1.39 1.57 -2.22  -0.03
69 H -2.27 2.02 -6.08  -0.01
70 H 1.67 -4.95 -3.65  0.00
71 H 2.63 -3.71 -2.85  0.00
72 H 2.98 4.11 4.10  0.00
73 H -0.20 -8.21 0.92  0.00
74 H 0.04 3.54 2.05  0.00
75 H 2.72 1.87 4.77  0.00
76 H -1.99 -1.18 2.53  -0.03

- Strongest force on any atom: 0.76 eV/Å
- HOMO (spin up / spin down): -15.13 / -16.06 eV
- 2S+1: 6
- LUMO level (spin up / spin down): -8.209 / -10.556 eV
- Energy above the lowest of the compared OMol25 structures with the same formula, charge and spin: 1.851 eV
- Total charge: +3
- Gap between HOMO and LUMO (spin up / spin down): 6.92 / 5.50 eV

ORCA calculation (ωB97M-V with the def2-TZVPD basis set) on a molecular structure, CHBr3.

Last column: natural (NBO) charge in e.
Positions of all 5 atoms, in Å:
1 Br 1.23 1.21 -0.98  0.10
2 Br -1.33 0.79 0.85  -0.18
3 Br 0.82 -1.29 1.27  0.12
4 C 0.34 -0.50 -0.49  -0.35
5 H -1.06 -0.22 -0.64  0.31

- Strongest force on any atom: 3.26 eV/Å
- HOMO: -9.78 eV
- LUMO level: -2.225 eV
- Energy above the lowest of the compared OMol25 structures with the same formula, charge and spin: 3.928 eV
- Gap between HOMO and LUMO: 7.56 eV

Question: Look up the strongest force on any atom of the second one.
Answer: 3.26 eV/Å